Computed, not measured: a structure of composition C19H43Cs2N5O17S3, with the ωB97M-V functional and the def2-TZVPD basis.

For the maximum force, the calculation gives 0.0829 hartree/bohr. The energy above the lowest of the compared OMol25 structures with the same formula, charge and spin is 634.87 kJ/mol. The HOMO energy comes out at -0.2205 hartree. The energy is -3537.3683 a.u.

Element x y z (Å)
N1 -5.1717 -3.9420 0.5175
H1 2.6829 5.8471 1.7300
H2 1.0373 -6.1132 2.0687
O1 -3.2695 1.5394 -6.6852
O2 -0.3809 -0.5711 -1.3766
H3 -1.6552 -4.1895 -3.4859
O3 5.4280 0.7548 6.1895
O4 5.9607 4.7200 0.1569
H4 -0.1023 -4.0322 3.3187
H5 6.5295 7.9446 0.3789
H6 -3.3787 0.3309 -3.6600
C1 -2.8045 1.2549 -5.5893
H7 -1.9029 -3.6182 4.6988
O5 -0.1679 -7.5631 -5.5257
C2 -6.4463 -3.8223 0.1915
C3 3.7304 0.1363 4.5995
O6 -0.4643 -8.4835 -3.1336
O7 -1.7220 -0.9046 0.6045
H8 2.1396 -6.7417 3.2986
H9 7.7909 6.8324 0.7692
H10 -4.7244 -5.9493 -0.1062
C4 -4.3612 -5.1973 0.5943
H11 -0.8272 1.6807 -7.2476
H12 0.3108 -4.8432 -2.2189
S1 4.0232 0.9606 7.0436
H13 -1.2867 0.6133 -4.5425
H14 0.1135 4.6249 -2.6650
H15 3.5417 4.4963 0.7817
C5 -0.0739 5.6490 -2.3422
C6 5.2199 0.0535 4.9543
H16 -1.0153 8.4177 -1.1903
H17 7.1151 6.8053 -0.8829
N2 4.6619 6.2482 1.0808
H18 4.4980 7.2259 1.2742
H19 2.0604 -4.9514 2.8360
H20 -1.1015 -4.7084 -5.0590
O8 -2.6798 6.3062 0.0612
O9 -1.4554 -6.2476 -3.8286
H21 5.5694 -0.9687 5.1000
C7 -1.9213 7.8867 -1.4824
H22 5.7769 0.6280 4.2142
H23 -4.3350 -5.6416 1.5893
C8 1.5277 -5.8854 3.0151
C9 -1.9092 6.5055 -0.8818
H24 3.8081 4.8982 2.5049
C10 -3.6892 1.0676 -4.4009
O10 -7.1585 -4.8029 -0.0477
O11 -0.2596 0.9303 0.4942
O12 0.6609 -1.3123 0.5351
H25 1.0017 -4.2329 -3.7344
C11 -1.0579 -4.0908 5.1995
H26 -7.7305 -2.1742 0.8112
C12 -6.9802 -2.4282 0.0625
C13 -1.0454 -4.9362 -3.9946
H27 -4.6187 -3.0990 0.5785
N3 -1.5106 1.0873 -5.4058
O13 0.3475 -6.6875 4.9256
H28 0.1448 2.3085 -5.9111
C14 0.3423 -4.9839 -3.2993
H29 -7.4838 -2.3380 -0.9000
H30 -1.9314 7.8004 -2.5689
C15 -0.4132 1.4427 -6.2678
S2 -0.4166 -0.4570 0.0799
O14 3.8664 2.3686 7.4426
H31 3.3334 -0.8295 4.2870
N4 -0.2139 -4.6316 4.1240
H32 -6.1329 -1.7436 0.1010
C16 5.8009 5.8752 0.4796
N5 -1.1006 5.4957 -1.3090
H33 -4.7159 0.8665 -4.7067
C17 6.8832 6.9340 0.1744
S3 -0.2946 -7.3811 -4.1125
Cs1 4.0524 0.2498 -1.8870
H34 -1.1131 4.5575 -0.9352
C18 3.6015 5.3018 1.5137
O15 3.0167 0.6254 5.7487
O16 0.8329 -6.2784 -3.5824
H35 0.2758 0.6008 -6.3351
H36 3.5782 0.8453 3.7857
H37 -0.6221 -3.2124 5.6754
H38 -3.3495 -4.8979 0.3203
C19 0.4801 -5.8076 4.1041
H39 -0.4108 6.2714 -3.1712
H40 -1.3170 -4.8564 5.9309
Cs2 -3.2330 2.1543 3.5111
H41 0.8266 6.0672 -1.8924
O17 3.8736 -0.0790 8.0010
H42 -3.6443 2.0295 -3.8901
H43 -2.8445 8.3944 -1.2028

***

Computed, not measured: a structure of composition C19H43EuOP3SSe, with the ωB97M-V functional and the def2-TZVPD basis.

For the maximum force, the calculation gives 0.0470 hartree/bohr. The energy above the lowest of the compared OMol25 structures with the same formula, charge and spin is 0.00 kJ/mol. The HOMO energy (alpha / beta) comes out at -0.5472 / -0.5472 hartree. The energy is -5357.9996 a.u. Its multiplicity is 7. As for the total charge: +3.

Element x y z (Å)
C1 2.3075 -0.0317 -0.6586
H1 2.2040 0.5353 -8.0468
C2 3.5294 0.1299 -6.3766
H2 0.0011 -3.3864 -1.7974
H3 -4.7144 0.9832 0.8358
H4 0.8290 2.5003 5.7606
H5 -0.0851 -4.9725 -0.9701
C3 1.8912 -3.8198 0.6141
H6 -1.9694 3.4599 1.9584
H7 -2.8985 0.6722 -1.9240
H8 -0.5390 4.3820 -1.0610
O1 -0.5834 0.4434 3.1844
H9 -2.8133 -1.1048 -1.8697
H10 -1.5129 -3.8907 -1.0004
C4 -3.4227 -1.5891 1.1109
H11 1.5615 1.9064 4.2325
H12 1.9779 3.6908 1.6860
H13 -0.3089 2.7345 -1.7402
C5 -0.7460 3.3129 -0.9129
H14 -3.4073 2.1757 0.5387
H15 3.1736 -0.8445 1.1516
C6 1.1201 0.3067 -6.1912
H16 3.1674 1.0021 1.0372
C7 1.6283 3.5226 0.6558
H17 0.2490 -0.2183 -2.4227
H18 1.5967 4.4822 0.1213
H19 -4.3338 -0.2714 -1.4031
H20 -0.7151 -5.2954 1.4251
C8 -0.9300 3.8035 1.8690
S1 -0.7585 1.2560 4.4992
H21 2.3401 2.8499 0.1543
C9 -1.2153 -0.0011 5.6964
Eu1 0.2092 -0.1665 1.0968
C10 2.2781 0.3417 -6.9727
H22 -0.9258 4.8510 1.5370
C11 -3.2365 -0.2192 -1.3766
H23 -1.6622 0.5011 6.5715
H24 2.0461 -0.9928 -1.1221
C12 -0.4180 -3.9261 -0.9388
C13 0.9105 1.6417 5.0779
H25 -0.3084 -0.5464 5.9827
H26 -0.1147 -4.2813 2.7713
H27 -1.6827 -3.9056 2.0057
H28 1.3382 0.7858 5.6180
C14 -3.6556 1.2173 1.0161
C15 1.1972 0.0753 -4.7997
H29 2.5208 -0.3779 -3.1653
H30 2.0419 0.8566 -1.2450
C16 2.4558 -0.1727 -4.2300
P1 0.1755 -3.1489 0.6202
H31 -3.1803 -1.6181 2.1850
H32 -3.0704 -2.5218 0.6454
C17 -0.6625 -4.2708 1.8199
C18 3.6127 -0.1366 -5.0041
C19 2.9010 0.0470 0.5628
H33 -0.4674 3.7451 2.8639
P2 -0.0293 2.7442 0.6737
H34 -4.5131 -1.5090 0.9957
H35 -1.9414 -0.6741 5.2269
P3 -2.6188 -0.1318 0.3422
H36 1.9220 -4.7656 0.0533
H37 0.1460 0.4701 -6.6521
Se1 -0.4004 0.1453 -3.7465
H38 4.5823 -0.3156 -4.5375
H39 4.4347 0.1704 -6.9813
H40 -1.8335 3.1457 -0.9147
H41 2.2499 -3.9945 1.6383
H42 -3.4820 1.3049 2.0983
H43 2.5579 -3.0915 0.1274

***

Computed, not measured: a structure of composition C19H43N2O2P3Pb, with the ωB97M-V functional and the def2-TZVPD basis.

For the maximum force, the calculation gives 0.0516 hartree/bohr. The energy above the lowest of the compared OMol25 structures with the same formula, charge and spin is 23.52 kJ/mol. The HOMO energy (alpha / beta) comes out at -0.6996 / -0.6994 hartree. The energy is -2225.1195 a.u. As for the total charge: +4.

Element x y z (Å)
H1 3.3280 -2.6572 2.2320
H2 -2.8179 5.3793 -4.7627
H3 -4.8118 -0.9049 -0.4932
H4 -2.5919 -3.3012 0.4079
N1 0.3597 -0.8965 4.1223
H5 0.5321 4.5136 1.0275
H6 4.8426 0.8826 -1.1710
H7 -3.1364 -0.4038 3.0220
H8 -0.3897 -0.3767 3.6821
C1 -0.1512 3.6768 0.8320
H9 0.3610 -1.0463 5.1216
P1 0.6380 2.1868 1.5483
H10 -0.0861 -2.7753 -3.2784
C2 4.5594 0.1283 -1.9152
H11 -4.0735 3.2295 -4.6609
C3 0.6522 2.5397 3.3493
C4 0.3192 -4.1659 0.2656
C5 -1.1252 4.6043 -3.6458
H12 -0.5727 5.5462 -3.7152
H13 -0.3315 3.6073 -0.2540
C6 2.4196 2.4403 1.1667
H14 -0.0357 -4.4590 -2.6391
H15 2.7022 -1.9985 -1.7340
C7 3.8565 0.4434 -3.0172
H16 2.4161 -3.6953 -2.2233
P2 0.5379 -2.8049 -0.9404
H17 4.2991 -2.5401 3.7138
H18 3.5524 1.4770 -3.2285
C8 -3.4862 0.0161 2.0684
C9 -3.0765 -2.5987 1.0977
H19 3.0267 2.1074 2.0220
H20 3.6301 -0.3107 -3.7835
H21 -3.9247 0.5701 -0.9309
H22 3.2882 -3.9730 3.4216
C10 -0.3358 -3.4227 -2.4251
H23 -4.5757 -0.1017 2.0056
C11 -0.5796 3.5030 -2.9675
H24 -3.2398 1.0853 2.0383
H25 -4.1637 -2.7369 1.0364
H26 1.1126 -4.1014 1.0230
H27 1.4316 1.9461 3.8503
H28 2.6154 3.5061 0.9822
H29 -1.1111 3.8528 1.3413
H30 4.8619 -0.9047 -1.7046
H31 2.2044 -2.2296 4.9808
H32 -2.7475 -2.8388 2.1192
H33 2.8708 -3.3161 -0.5306
O1 1.2683 -1.3672 2.0714
C12 -3.1160 3.3280 -4.1523
H34 0.8440 3.6092 3.5236
C13 -2.3857 4.5173 -4.2501
H35 -3.4382 -1.0026 -1.6345
Pb1 -0.0818 -0.1301 0.0209
C14 3.3433 -2.8840 3.3012
C15 -3.8146 -0.5058 -0.7280
H36 -0.3204 2.2848 3.7935
C16 1.2946 -1.4988 3.3251
H37 -1.7462 0.8489 -1.6002
N2 2.2366 -2.2259 3.9689
O2 -0.9934 1.4569 -1.8082
H38 0.3738 -5.1399 -0.2430
H39 -0.6531 -4.0683 0.7678
H40 0.4594 3.4993 -2.6184
P3 -2.7006 -0.8614 0.6807
H41 -1.4214 -3.3800 -2.2521
C17 -1.3963 2.3871 -2.7627
C18 2.3013 -2.9693 -1.4053
H42 2.7263 1.8651 0.2787
C19 -2.6407 2.2480 -3.4005
H43 -3.1930 1.3070 -3.3330

***

Computed, not measured: a cluster of 6 separate species, C19H43NO13 in total, with the ωB97M-V functional and the def2-TZVPD basis.

For the maximum force, the calculation gives 0.0655 hartree/bohr. The HOMO energy (alpha / beta) comes out at -0.4743 / -0.4743 hartree. The energy is -1782.3620 a.u. Its multiplicity is 2. As for the total charge: +1.

Element x y z (Å)
O1 0.2873 4.5364 -0.3196
H1 2.7059 -2.1424 1.6715
H2 -3.7642 -1.4230 -2.5189
H3 4.6001 -0.1930 -1.0075
C1 3.7124 -2.1022 -2.7603
C2 -2.4385 -2.0422 1.5316
C3 3.5245 -0.2002 -1.1837
O2 -1.3672 3.1755 -3.9336
C4 1.3736 1.7154 4.4286
H4 -0.1905 4.6148 -3.1520
C5 -3.0535 3.6048 0.6483
H5 0.4378 0.5017 0.5633
H6 3.7142 -3.1911 -2.8098
H7 -3.3089 -3.1810 4.5806
H8 -3.6876 3.3276 -0.1939
H9 -2.7713 2.6733 1.1390
H10 2.2236 2.1230 3.8814
H11 -2.2027 -2.4779 -0.9913
C6 -3.0208 -0.7471 -2.9412
O3 1.7137 -1.6531 3.3765
H12 1.0014 -2.2768 1.5194
H13 -3.5066 4.3482 1.3042
H14 -3.1808 -0.8511 -4.0144
H15 2.0873 -4.5315 1.7958
H16 -4.1809 -3.7069 3.1444
H17 -0.2419 -3.8883 -0.2156
H18 2.5467 5.2312 1.2264
H19 -2.9670 0.7561 -1.4343
C7 -0.1991 3.9546 -4.0193
C8 2.4558 4.2097 0.8572
C9 1.4863 -0.3321 3.1743
C10 -3.2459 -3.2709 3.4961
C11 1.6530 4.1014 -0.4488
O4 1.3324 0.3190 4.3852
H20 -0.1809 0.7516 -0.9450
H21 1.6705 3.1600 -0.9981
H22 3.2113 0.4798 -1.9759
O5 -1.9576 -1.0615 0.9746
O6 -2.6924 -3.2297 0.8951
H23 -2.5293 -4.0807 3.3595
H24 0.8849 -4.0765 3.0558
C12 -0.6467 3.7702 0.2731
H25 3.4886 3.9150 0.6713
C13 3.0488 -1.6043 -1.4450
C14 -3.3035 0.6686 -2.4673
H26 3.1692 -1.8502 -3.6711
O7 -0.5683 1.5788 -2.4615
H27 3.0572 0.3815 -0.3892
H28 0.7595 -0.6378 -0.5517
O8 1.6808 -1.7708 -1.3230
O9 -0.4196 2.6977 0.8066
H29 2.0609 4.7868 -1.1918
H30 3.5260 -2.1727 -0.6467
O10 -2.8099 -2.0454 2.7988
H31 4.7555 -1.8294 -2.9205
O11 -1.8240 4.2214 0.0829
C15 -1.4225 2.0706 -3.2231
H32 -0.1538 4.5433 -4.9355
H33 2.6971 -3.9562 3.3665
H34 -1.0649 -4.7213 -1.4576
O12 -2.6943 1.6084 -3.3195
H35 0.5027 2.1229 3.9153
H36 2.0894 3.5039 1.6028
H37 0.6969 3.3386 -4.0964
H38 -2.0606 -1.1657 -2.6396
C16 -2.3453 -3.4182 -0.4587
H39 -3.2123 -3.8917 -0.9194
C17 1.8183 -2.4641 2.2164
H40 1.4606 2.1126 5.4399
H41 -1.2756 -5.2416 0.1894
C18 1.8786 -3.8872 2.6500
O13 1.4222 0.2356 2.0799
H42 -4.3694 0.8962 -2.4822
C19 -1.2010 -4.3549 -0.4401
N1 0.0781 0.0506 -0.2657
H43 -0.7538 -0.4159 0.0666

***

Computed, not measured: a structure of composition C19H43OP3RuS2, with the ωB97M-V functional and the def2-TZVPD basis.

For the maximum force, the calculation gives 0.0581 hartree/bohr. The energy above the lowest of the compared OMol25 structures with the same formula, charge and spin is 0.00 kJ/mol. The HOMO energy (alpha / beta) comes out at -0.5136 / -0.6304 hartree. The energy is -2739.1592 a.u. Its multiplicity is 6. As for the total charge: +3.

Element x y z (Å)
H1 2.4539 -0.6728 -1.5446
H2 3.0094 -3.8892 -6.5805
H3 2.9738 -2.5497 -4.4569
H4 -3.3407 2.9805 2.3751
H5 1.5325 3.0201 1.2257
H6 -4.2092 -2.0535 1.5229
H7 2.8325 2.9870 -0.0043
C1 -3.6095 -1.2162 1.1417
S1 1.7494 0.4362 3.7197
H8 2.1974 -1.4097 5.0827
S2 1.5048 -0.1559 -3.7920
H9 0.0005 2.9531 -1.2546
C2 2.7511 0.1683 -0.9031
P1 -1.9233 -1.3243 1.8549
C3 1.1498 -0.4788 -6.4572
C4 2.2195 2.3762 0.6728
H10 0.8856 1.4013 5.7391
H11 0.6974 -0.7977 -8.5279
C5 1.8526 1.4097 5.2282
C6 -0.3459 -1.5269 -0.7258
C7 -2.0887 -0.9429 3.6433
H12 0.0249 -1.2070 -1.7012
H13 -3.5508 1.2195 2.5310
C8 1.3214 -1.1298 4.4922
H14 2.1361 2.4272 4.9441
C9 -0.9605 3.5037 1.1263
C10 1.7148 -1.0221 -5.2923
H15 0.4424 -0.9855 5.1269
H16 0.2837 -0.6321 -3.4061
H17 1.7520 -3.0764 -8.5756
H18 0.4022 -2.7088 0.9535
H19 -2.2984 1.9753 -1.3573
C11 1.1772 -1.2126 -7.6433
H20 1.3530 2.5021 -2.3252
C12 -2.8631 1.9305 -0.4206
H21 3.4448 0.8050 -1.4686
C13 -2.8106 2.0194 2.4483
H22 1.6959 -1.7791 0.0388
C14 -1.7182 -3.1493 1.9797
H23 -2.6432 -3.6094 2.3573
H24 -0.8991 -3.3789 2.6746
H25 3.2677 -0.2290 -0.0189
H26 -3.5369 -1.3004 0.0517
H27 -4.1038 -0.2732 1.3921
P2 -1.7107 1.8337 0.9900
H28 -2.1924 2.0357 3.3537
C15 2.4597 -2.2168 -5.3574
P3 1.3084 1.1332 -0.3132
H29 -3.5038 1.0421 -0.4399
H30 1.1362 -1.8676 3.7057
C16 2.4744 -2.9420 -6.5450
H31 -1.8367 0.1017 3.8396
C17 0.5664 2.1143 -1.6687
C18 1.7961 -2.4661 -7.6754
H32 -0.4103 3.8095 0.2341
H33 -1.3908 -1.5701 4.2082
H34 -1.7579 4.2397 1.3045
O1 0.4582 0.9112 3.0348
H35 -0.2829 3.5065 1.9888
H36 -3.4855 2.8297 -0.3242
H37 0.6655 0.4943 -6.4006
H38 -1.4853 -3.5788 0.9995
H39 2.6362 0.9495 5.8344
Ru1 -0.3588 0.0051 0.7285
H40 -1.2859 -2.0884 -0.7506
H41 -0.1256 1.4987 -2.2537
H42 2.8757 1.8612 1.3846
C19 0.6395 -1.8887 0.2766
H43 -3.1138 -1.1513 3.9796

***

Computed, not measured: a cluster of 7 separate species, C19H44Cl6N2O8 in total, with the ωB97M-V functional and the def2-TZVPD basis.

For the maximum force, the calculation gives 0.0536 hartree/bohr. The energy above the lowest of the compared OMol25 structures with the same formula, charge and spin is 177.37 kJ/mol. The HOMO energy comes out at -0.3428 hartree. Its structure (SMILES) is COC[C@H](C)N.COC[C@H](C)N.CCOC(=O)OC.CCOC(=O)OC.ClCCl.ClCCl.ClCCl. The energy is -4222.8085 a.u.

Element x y z (Å)
H1 -0.2887 -6.8575 0.9259
C1 -0.6515 -8.9158 1.3660
H2 2.3069 10.9749 -0.6781
C2 5.8015 3.2765 2.5063
H3 -6.5715 -2.9225 3.9876
C3 -9.4623 -5.3638 -4.0723
H4 4.1683 3.1139 4.9080
H5 2.6291 9.8144 -2.8495
H6 -2.8352 -9.3275 4.8818
O1 -6.2508 -2.9395 -2.6238
C4 3.0126 9.3476 -1.9422
H7 -6.2461 -4.5890 3.3145
C5 -1.7489 -9.3216 4.9721
H8 -9.5478 -5.1542 -5.1385
Cl1 -6.0772 -4.5450 5.6187
H9 5.0764 4.0815 2.3874
C6 4.9626 2.3757 4.7975
H10 2.6577 8.3221 -2.0449
H11 6.3865 3.8944 4.4787
H12 -6.2164 -0.5520 -2.1487
C7 2.2441 9.8881 -0.7333
C8 -8.2286 -4.8186 -3.4827
Cl2 -0.4534 2.0176 -0.3466
H13 -9.6047 -6.4400 -3.9753
O2 -8.3669 -3.3998 -3.4375
C9 2.6988 4.3941 -8.6921
Cl3 0.9338 0.7852 -2.5469
H14 -1.4794 -10.0384 5.7478
C10 3.4020 0.5377 4.7910
H15 1.1782 9.6823 -0.8311
C11 -7.0723 -0.2120 -2.7318
H16 5.4366 2.3867 1.9932
H17 7.4975 1.7480 4.6698
N1 7.3352 2.2152 3.7891
H18 -2.0579 -9.7606 0.2063
O3 4.4930 1.2046 4.1609
C12 -5.9314 -3.8046 4.0029
C13 6.1552 2.9619 3.9638
O4 4.4029 11.5251 -2.6333
C14 -7.3753 -2.6072 -3.0295
H19 -2.5165 -8.6932 2.4451
H20 -0.1179 -7.8681 -0.5503
H21 -8.1255 -5.1938 -2.4645
H22 2.4899 1.1181 4.6515
O5 6.3226 10.2572 -2.3493
H23 3.1842 3.7872 -7.9277
H24 5.2668 2.1502 5.8196
H25 1.0691 0.3295 -0.2807
C15 -0.6555 -7.7317 0.3880
H26 3.6666 0.4105 5.8407
H27 1.6792 4.0120 -8.7418
C16 -1.4445 -8.7065 2.6418
Cl4 3.4111 4.1843 -10.2898
C17 0.2520 0.5244 -0.9751
H28 8.1365 11.0220 -2.1666
O6 -1.1959 -9.6834 3.6613
H29 7.0455 1.4053 3.2598
O7 4.4039 9.4317 -1.7121
Cl5 2.6116 6.1266 -8.1481
H30 2.6053 9.4747 0.2084
H31 -1.6999 -7.4907 0.1895
H32 0.3578 -9.0935 1.7371
O8 -7.8171 -1.3544 -3.1171
H33 -1.3567 -8.3701 5.3313
H34 -1.3899 -10.6483 1.3579
H35 -6.7167 0.3616 -3.5878
H36 -10.2765 -4.8939 -3.5207
H37 6.6021 3.6796 1.8860
H38 7.5483 11.0676 -3.8758
H39 6.9652 12.1711 -2.6457
H40 3.2515 -0.4274 4.3073
H41 -0.5335 -0.2247 -0.8743
C18 7.2746 11.1412 -2.8233
Cl6 -4.2937 -3.3131 3.5244
H42 -7.7445 0.4427 -2.1771
H43 -1.0894 -7.7654 3.0616
N2 -1.1657 -10.0070 0.6105
H44 -7.3015 -5.1286 -3.9650
C19 4.9845 10.5185 -2.2604